ORCA calculation (ωB97M-V/def2-TZVPD) on one molecule with the formula C5H8O.

The geometry in XYZ format:
```
14
Properties=species:S:1:pos:R:3
C 0.432 0.130 -1.021
C 0.623 1.024 0.188
C -0.237 0.281 1.364
C -1.137 -0.687 0.526
C -0.852 -0.595 -0.759
H 1.396 -1.604 -0.662
H 0.481 0.709 -1.895
H 1.644 1.338 0.359
H 0.085 1.939 -0.097
H -0.965 0.896 1.929
H 0.382 -0.317 1.943
H -1.975 -1.173 0.936
H -1.400 -1.102 -1.559
O 1.522 -0.840 -1.253
```

The SMILES is O[C@H]1C=CCC1. As for the HOMO energy: -9.727 eV. For the energy above the lowest of the compared OMol25 structures with the same formula, charge and spin, the calculation gives 122.2 kJ/mol. The value obtained for the total energy is -270.51134 Eh. As for the HOMO-LUMO gap: 10.755 eV.

=====

ORCA calculation (ωB97M-V/def2-TZVPD) on a 2-piece molecular cluster, C5H8O overall.

The geometry in XYZ format:
```
14
Properties=species:S:1:pos:R:3
C -2.313 0.668 0.273
O -2.957 -0.201 -0.263
C -0.100 -1.814 -1.142
C 0.358 -0.894 -0.340
C 0.756 0.008 0.515
C 1.946 0.923 0.379
H -1.811 1.481 -0.288
H -2.173 0.684 1.370
H 0.155 0.086 1.424
H 0.239 -2.843 -1.070
H -0.845 -1.580 -1.895
H 2.516 0.958 1.318
H 2.604 0.580 -0.425
H 1.626 1.947 0.145
```

The SMILES is C=C=CC.C=O. As for the HOMO energy: -9.589 eV. For the energy above the lowest of the compared OMol25 structures with the same formula, charge and spin, the calculation gives 269.2 kJ/mol. The value obtained for the total energy is -270.45537 Eh. As for the HOMO-LUMO gap: 10.444 eV.

=====

ORCA calculation (ωB97M-V/def2-TZVPD) on one molecule with the formula C5H8O.

The geometry in XYZ format:
```
14
Properties=species:S:1:pos:R:3
C 1.075 -1.205 -1.830
O 1.217 -0.185 -0.871
C 0.015 0.049 -0.184
C 0.300 0.657 1.189
C -1.006 1.023 1.742
C -2.160 1.274 1.973
H 0.968 -2.187 -1.341
H 0.203 -1.036 -2.482
H 1.981 -1.216 -2.440
H -0.544 -0.888 -0.039
H -0.635 0.732 -0.751
H 0.831 -0.065 1.820
H 0.944 1.537 1.088
H -3.189 1.510 2.126
```

The SMILES is C#CCCOC. As for the HOMO energy: -9.945 eV. For the energy above the lowest of the compared OMol25 structures with the same formula, charge and spin, the calculation gives 252.6 kJ/mol. The value obtained for the total energy is -270.46170 Eh. As for the HOMO-LUMO gap: 10.989 eV.

=====

ORCA calculation (ωB97M-V/def2-TZVPD) on a 2-piece molecular cluster, C5H8O overall.

The geometry in XYZ format:
```
14
Properties=species:S:1:pos:R:3
C 3.395 0.039 0.052
C 3.184 -1.172 -0.342
C -1.623 -0.667 0.664
C -0.763 0.326 0.638
C -0.965 1.400 -0.410
O 3.504 1.122 0.480
H 3.473 -2.039 0.281
H 2.343 -1.414 -0.992
H -1.774 -1.333 1.494
H -2.078 -0.874 -0.197
H -0.244 0.463 1.673
H -1.850 1.405 -0.981
H -0.109 1.566 -1.114
H -0.828 2.400 0.021
```

The SMILES is C=C=O.C=CC. As for the HOMO energy: -9.400 eV. For the energy above the lowest of the compared OMol25 structures with the same formula, charge and spin, the calculation gives 282.1 kJ/mol. The value obtained for the total energy is -270.45045 Eh. As for the HOMO-LUMO gap: 10.269 eV.